(1)
Molecular formula: C4H3NO2
Method: DFT, ωB97M-V/def2-TZVPD

Each line ends with the Löwdin charge.
Element x y z (Å)
C -0.462 0.613 -0.957  -0.377
C 0.922 -0.783 0.304  -0.462
C -0.136 -0.309 1.245  0.080
C -1.059 0.376 0.429  0.062
H 1.073 -0.086 -1.964  0.282
H -0.152 -0.620 2.203  0.077
H -1.893 0.959 0.805  0.107
N 0.873 0.125 -0.752  0.104
O -0.784 1.504 -1.824  0.038
O 1.619 -1.778 0.511  0.089

Cartesian forces, eV/Å:
0.33 5.00 0.85
0.93 -2.22 1.26
-2.48 2.19 -6.34
1.55 -0.74 2.19
0.53 0.14 4.95
-0.31 -0.65 3.07
-0.22 -0.43 -0.28
-0.46 -0.81 -7.91
1.07 -4.79 3.24
-0.93 2.30 -1.02

As for the multiplicity: 1. Its frontier orbital gap is 9.2455 eV. As for the charge: 0. Its molar mass is 97.1 g/mol. As for the largest force on an atom: 7.965 eV/A. Its HOMO energy is -10.5665 eV.

---

(2)
Molecular formula: C51H37Cl3CsF6GeN11O2
Method: DFT, ωB97M-V/def2-TZVPD

Each line ends with the Löwdin charge.
Element x y z (Å)
Cs -0.281 -0.008 -0.088  0.814
C -6.187 1.758 1.752  -0.078
N -4.975 1.945 0.971  -0.132
C -3.850 1.215 0.976  -0.149
N -2.959 1.748 0.171  0.056
C -3.599 2.844 -0.310  -0.207
N -4.820 3.014 0.157  0.099
C -6.600 0.305 1.772  -0.204
C -6.706 -0.400 2.962  -0.035
C -6.997 -1.760 2.954  -0.063
C -7.157 -2.430 1.754  -0.021
C -7.064 -1.724 0.558  -0.144
C -6.801 -0.361 0.570  0.035
C -7.038 -2.396 -0.743  -0.302
N -7.476 -1.975 -1.880  0.120
N -6.922 -2.805 -2.843  0.120
C -6.200 -3.664 -2.207  -0.297
O -6.278 -3.507 -0.866  0.139
C -5.129 -4.532 -2.709  -0.139
C -4.893 -5.808 -2.212  -0.022
C -3.714 -6.455 -2.546  -0.061
C -2.755 -5.812 -3.318  -0.029
C -2.985 -4.534 -3.809  -0.188
C -1.907 -3.766 -4.547  -0.070
N -1.951 -2.355 -4.218  -0.148
C -1.835 -1.771 -3.016  -0.194
N -2.025 -0.477 -3.114  0.087
C -2.269 -0.307 -4.438  -0.227
N -2.219 -1.414 -5.154  0.107
C -4.193 -3.914 -3.528  0.033
H -6.945 2.384 1.283  0.128
H -6.028 2.118 2.771  0.121
H -3.728 0.303 1.540  0.125
H -3.146 3.525 -1.011  0.105
H -6.534 0.111 3.903  0.110
H -7.061 -2.303 3.887  0.106
H -7.320 -3.500 1.737  0.122
H -6.684 0.160 -0.372  0.136
H -5.603 -6.268 -1.538  0.120
H -3.513 -7.443 -2.153  0.105
H -1.803 -6.294 -3.505  0.114
H -2.029 -3.825 -5.627  0.131
H -0.924 -4.166 -4.289  0.125
H -1.620 -2.320 -2.112  0.124
H -2.458 0.656 -4.883  0.107
H -4.384 -2.902 -3.864  0.131
C -2.501 1.136 4.243  -0.095
C -2.357 2.473 4.594  -0.091
C -1.297 3.231 4.106  -0.036
C -0.343 2.659 3.262  -0.173
C -0.535 1.327 2.977  0.050
C -1.561 0.536 3.401  -0.107
C 0.785 3.400 2.648  -0.253
C 0.731 4.806 2.475  -0.020
C 1.754 5.432 1.835  -0.022
C 2.841 4.675 1.349  -0.184
C 3.923 5.243 0.637  -0.038
C 4.924 4.449 0.160  -0.078
C 4.887 3.053 0.374  -0.097
C 3.857 2.480 1.061  -0.048
C 2.805 3.279 1.564  -0.246
N 1.781 2.669 2.215  0.172
H -3.343 0.561 4.611  0.098
H -3.083 2.936 5.252  0.096
H -1.210 4.273 4.391  0.104
H -1.657 -0.485 3.042  0.066
H -0.136 5.359 2.808  0.103
H 1.730 6.502 1.662  0.116
H 3.927 6.312 0.460  0.109
H 5.739 4.881 -0.406  0.099
H 5.669 2.431 -0.041  0.101
H 3.795 1.409 1.201  0.107
C 1.575 -2.022 -5.386  -0.039
C 1.054 -1.361 -4.262  -0.163
N 1.316 -1.711 -3.024  0.136
C 2.154 -2.743 -2.817  -0.146
C 2.720 -3.482 -3.873  -0.154
C 2.403 -3.092 -5.185  -0.024
C 3.590 -4.588 -3.595  -0.036
C 3.890 -4.930 -2.327  -0.035
C 3.358 -4.186 -1.221  -0.150
C 3.676 -4.498 0.112  -0.019
C 3.163 -3.735 1.122  -0.044
C 2.326 -2.660 0.784  -0.138
N 1.997 -2.354 -0.447  0.101
C 2.499 -3.097 -1.450  -0.145
H 1.314 -1.681 -6.378  0.107
H 0.397 -0.508 -4.392  0.059
H 2.827 -3.638 -6.020  0.112
H 4.006 -5.139 -4.431  0.109
H 4.547 -5.766 -2.119  0.109
H 4.327 -5.340 0.319  0.113
H 3.382 -3.944 2.160  0.106
H 1.902 -2.036 1.565  0.107
Cl 2.965 1.250 -2.042  -0.120
Ge 0.932 2.046 -2.772  -0.099
Cl 1.755 3.701 -4.126  -0.192
Cl 0.492 3.388 -0.934  -0.105
C -2.728 -2.942 3.121  0.005
C -2.130 -3.041 1.698  -0.546
O -1.551 -1.934 1.239  -0.422
C -3.320 -3.396 0.754  -0.525
F -2.941 -3.610 -0.522  0.138
F -4.057 -4.471 1.120  0.126
F -4.169 -2.344 0.732  0.132
C -1.120 -4.224 1.707  -0.541
F -1.657 -5.404 2.108  0.123
F -0.557 -4.445 0.508  0.140
F -0.110 -3.961 2.565  0.127
H -3.449 -2.125 3.127  0.078
H -1.923 -2.710 3.818  0.089
H -3.224 -3.860 3.436  0.085

Cartesian forces, eV/Å:
0.35 0.26 -0.37
0.01 -0.07 0.02
0.05 0.07 0.13
-0.05 -0.12 -0.08
0.04 0.00 -0.01
-0.02 0.01 0.15
-0.01 -0.04 -0.12
0.01 0.05 0.00
0.00 0.00 -0.01
-0.01 -0.01 -0.02
0.00 0.03 0.01
-0.02 0.01 0.03
-0.03 -0.04 -0.01
-0.23 0.02 -0.08
0.03 0.12 0.18
0.13 -0.14 -0.05
-0.14 -0.06 -0.17
0.21 0.08 0.11
0.02 0.02 0.01
0.00 0.01 -0.01
0.00 0.01 0.00
0.01 -0.01 -0.03
0.01 0.05 -0.03
0.00 -0.05 0.07
0.13 0.09 -0.08
-0.02 -0.19 0.11
-0.12 0.15 0.05
0.22 -0.13 -0.03
-0.24 0.04 0.06
-0.02 0.00 0.02
0.01 0.00 -0.01
-0.01 0.02 -0.01
0.00 -0.03 -0.03
0.00 0.02 0.00
0.00 0.00 0.00
0.00 0.00 0.00
0.00 0.00 0.01
0.01 0.00 0.00
0.00 -0.01 0.00
0.00 0.00 0.00
0.00 -0.01 0.01
0.00 0.00 -0.01
0.01 0.00 -0.03
-0.01 -0.04 0.03
-0.01 0.00 -0.03
0.01 0.00 0.00
0.03 0.06 0.01
0.01 0.00 -0.02
-0.08 -0.04 0.04
0.05 0.07 -0.04
-0.06 0.05 0.09
0.00 -0.13 -0.05
0.00 -0.03 -0.12
-0.06 0.01 0.05
0.01 0.01 -0.01
0.01 -0.02 0.02
-0.02 -0.01 0.01
-0.02 -0.01 0.01
0.02 0.00 0.02
0.03 0.01 0.02
0.05 0.07 0.02
0.00 -0.06 0.02
0.01 -0.01 0.01
0.01 0.01 0.00
0.00 0.00 0.00
0.00 -0.01 0.03
0.01 0.01 0.00
0.00 0.00 0.00
0.00 0.00 0.00
0.00 0.00 0.00
-0.01 0.00 -0.01
-0.01 0.00 0.00
-0.01 0.01 0.01
0.04 -0.03 -0.01
-0.05 0.04 0.03
0.01 -0.04 -0.05
-0.04 0.03 0.06
0.01 -0.01 -0.05
0.01 0.00 -0.01
0.01 -0.01 -0.01
-0.03 0.05 0.01
0.03 -0.05 -0.05
0.01 0.02 0.05
-0.04 -0.05 0.01
-0.07 0.06 -0.02
0.02 -0.01 0.05
0.00 0.00 0.00
-0.02 0.01 0.02
0.00 -0.01 0.00
0.00 -0.01 0.00
0.00 0.00 0.01
0.00 0.01 0.00
0.00 0.00 0.00
-0.04 -0.01 0.05
-0.05 -0.02 0.00
0.14 0.24 -0.22
-0.03 -0.05 0.04
-0.05 0.02 -0.07
0.09 0.05 -0.03
-0.29 -0.27 -0.15
-0.05 -0.17 0.40
0.08 0.18 0.00
-0.05 -0.01 0.09
0.01 -0.02 0.00
0.02 -0.11 -0.06
0.03 0.09 -0.02
0.03 0.01 -0.04
-0.03 -0.01 0.04
-0.05 -0.03 -0.03
0.00 0.00 0.01
-0.01 0.01 0.00
-0.01 -0.01 0.03

As for the multiplicity: 2. Its frontier orbital gap (alpha / beta) is 7.1469 / 7.0939 eV. As for the charge: -1. Its molar mass is 1261.8 g/mol. As for the largest force on an atom: 0.574 eV/A. Its HOMO energy (alpha / beta) is -5.2105 / -5.2116 eV.

---

(3)
Molecular formula: C26H24N7O7SeSiV
Method: DFT, ωB97M-V/def2-TZVPD

Each line ends with the Löwdin charge.
Element x y z (Å)
V -0.382 -0.141 -0.491  0.624
C 1.997 0.189 4.131  -0.038
C 2.026 -0.934 3.322  -0.035
C 1.027 -1.139 2.377  -0.016
C 0.000 -0.216 2.271  -0.280
C -0.035 0.927 3.074  -0.025
C 0.966 1.120 4.007  -0.036
N -0.998 -0.391 1.259  -0.041
C -2.358 -0.360 1.569  -0.195
C -2.908 -0.337 2.848  0.026
C -4.286 -0.258 2.964  -0.009
C -5.121 -0.179 1.843  -0.021
C -4.582 -0.185 0.572  0.032
C -3.202 -0.291 0.465  -0.175
N -2.468 -0.171 -0.728  -0.030
N -3.033 0.084 -1.802  0.189
C -2.090 0.363 -2.816  -0.273
C -2.512 0.658 -4.094  0.057
C -1.534 0.953 -5.037  0.014
C -0.200 0.946 -4.662  0.013
C 0.140 0.654 -3.350  -0.060
N -0.802 0.377 -2.443  -0.026
H 2.776 0.347 4.864  0.121
H 2.827 -1.655 3.420  0.120
H 1.041 -2.003 1.732  0.059
H -0.843 1.642 2.972  0.124
H 0.945 1.994 4.643  0.121
H -2.280 -0.404 3.724  0.128
H -4.729 -0.251 3.951  0.127
H -6.191 -0.104 1.977  0.125
H -5.196 -0.107 -0.314  0.127
H -3.566 0.652 -4.328  0.138
H -1.816 1.187 -6.055  0.134
H 0.582 1.165 -5.374  0.132
H 1.166 0.618 -3.002  0.113
O 2.450 6.935 0.157  0.123
N 3.193 6.044 -0.182  -0.344
O 4.354 6.146 -0.497  0.129
C 2.608 4.681 -0.236  -0.079
C 3.420 3.629 -0.617  0.127
C 2.861 2.367 -0.687  -0.022
C 1.529 2.145 -0.341  -0.181
O 1.021 0.917 -0.281  -0.177
C 0.753 3.249 0.023  -0.024
C 1.274 4.529 0.091  0.123
N -0.670 3.086 0.366  -0.272
O -1.188 3.963 0.995  0.176
O -1.283 2.083 -0.020  0.029
N 3.721 1.257 -1.158  -0.323
O 4.900 1.358 -0.944  0.154
O 3.166 0.326 -1.715  0.082
H 4.460 3.791 -0.865  0.152
H 0.675 5.378 0.388  0.149
C 1.143 -4.604 1.169  -0.200
Si 0.565 -4.587 -0.580  0.385
C 1.855 -4.868 -1.858  -0.206
C -1.102 -5.293 -0.908  -0.205
Se 0.096 -2.200 -1.105  0.696
H 1.375 -5.629 1.472  0.059
H 0.364 -4.236 1.837  0.042
H 2.053 -4.016 1.288  0.042
H 2.196 -5.906 -1.803  0.059
H 2.720 -4.225 -1.693  0.048
H 1.462 -4.700 -2.860  0.046
H -1.051 -6.384 -0.853  0.058
H -1.454 -5.033 -1.907  0.044
H -1.824 -4.954 -0.165  0.045

Cartesian forces, eV/Å:
-0.51 0.25 1.71
-0.02 0.04 0.02
-0.03 -0.05 -0.06
0.14 0.07 0.10
-0.28 0.20 -0.28
0.06 -0.03 0.07
0.00 -0.02 -0.01
-0.04 0.17 -0.54
0.43 0.10 0.15
-0.10 -0.19 0.05
0.05 -0.01 -0.01
0.06 -0.01 -0.11
-0.12 -0.13 0.15
0.07 0.13 -0.63
-0.01 -0.03 0.44
0.21 0.14 -0.36
-0.52 0.01 0.18
0.10 -0.04 -0.08
-0.07 0.00 0.03
0.10 0.01 0.03
-0.02 0.01 -0.04
0.02 0.01 0.13
0.01 0.00 0.01
0.01 0.01 0.01
-0.02 -0.04 -0.02
-0.01 0.01 -0.01
0.01 0.01 0.01
0.00 0.01 0.01
0.00 0.00 0.02
-0.01 0.00 0.00
-0.01 0.01 0.01
-0.01 -0.01 0.02
0.01 0.00 -0.01
0.01 0.00 0.00
0.03 0.01 -0.05
0.01 -0.01 0.04
-0.03 0.01 -0.11
0.00 -0.01 0.05
-0.04 0.14 0.07
-0.20 -0.09 -0.03
0.26 0.20 -0.12
-0.48 -0.46 0.10
0.49 -0.32 -0.44
-0.22 0.18 0.06
0.29 -0.20 -0.10
0.32 0.23 0.07
-0.07 -0.07 -0.01
0.03 -0.17 -0.21
-0.28 -0.08 0.33
0.08 0.01 -0.06
0.04 0.10 -0.13
0.00 0.01 0.01
0.00 0.02 -0.01
-0.02 -0.06 0.04
-0.08 0.17 0.13
0.03 -0.02 -0.04
-0.02 -0.09 0.03
0.35 -0.16 -0.59
0.00 -0.02 -0.05
0.03 0.02 0.07
-0.01 0.00 0.04
-0.02 -0.01 0.02
0.02 0.00 -0.05
0.04 0.02 -0.02
0.02 0.00 0.02
-0.04 0.02 0.00
-0.05 0.00 -0.03

As for the multiplicity: 1. Its frontier orbital gap (alpha / beta) is 5.9078 / 5.9001 eV. As for the charge: +2. Its molar mass is 704.5 g/mol. As for the largest force on an atom: 1.803 eV/A. Its HOMO energy (alpha / beta) is -13.9747 / -13.9733 eV.